(1)
ORCA calculation (the ωB97M-V functional and the def2-TZVPD basis) on an isolated ion of composition C5H11IN and charge +1 at a distorted geometry.

XYZ file:
```
18
Properties=species:S:1:pos:R:3:mulliken_charge:R:1
C -0.82010 0.20861 0.81228 -0.577
C 0.56351 -0.43248 1.33228 -0.746
C -0.48351 1.50723 0.14204 -0.633
C 1.34088 -0.70794 0.13680 0.381
C 0.96476 -1.68948 -0.85137 -1.063
N 0.33025 1.19219 -1.05555 -0.383
I 3.22515 0.16674 0.09067 0.349
H -1.28826 -0.43722 -0.06410 0.203
H -1.45914 0.16077 1.62259 0.472
H 0.97523 0.32659 1.85943 0.468
H 0.20712 -1.21141 1.93686 0.350
H -1.36173 2.14500 -0.13243 0.356
H 0.08617 2.11515 0.79014 0.374
H -0.03170 -1.57333 -1.24168 0.301
H 1.17940 -2.74678 -0.42900 0.346
H 1.77366 -1.73190 -1.73119 0.364
H -0.16530 0.97019 -1.89112 0.200
H 1.00686 1.82631 -1.28902 0.239
```

HOMO-LUMO gap (alpha / beta) in eV: 8.353 / 8.352
Net charge: +1
Energy above the lowest of the compared OMol25 structures with the same formula, charge and spin in kcal per mole: 48.9
Molecular weight in g mol⁻¹: 212.054

---

(2)
ORCA calculation (the ωB97M-V functional and the def2-TZVPD basis) on one molecule with the formula C4H8N2O3 at a distorted geometry.

XYZ file:
```
17
Properties=species:S:1:pos:R:3:mulliken_charge:R:1
C 0.52235 0.19787 0.46930 0.509
C 1.89345 -0.16250 0.02059 0.503
C -0.57270 -0.62409 -0.25831 -0.877
C -2.03778 -0.33892 -0.12615 0.330
H 0.46156 2.20440 1.13138 0.209
H 0.97775 1.99053 -0.35523 0.262
H 0.42262 -0.13956 1.52058 0.333
H -0.44564 -1.69024 0.00266 0.303
H -0.43582 -0.62983 -1.34742 0.353
H -1.71830 1.67851 -0.46479 0.238
H -3.25839 1.28848 0.14144 0.196
H 3.25004 -1.37615 0.04356 0.353
N 0.29563 1.60416 0.30000 -0.686
N -2.37217 0.96909 -0.16401 -0.342
O 2.64390 0.64190 -0.55200 -0.630
O -2.87301 -1.20043 0.06352 -0.622
O 2.28536 -1.41310 0.20640 -0.432
```

HOMO-LUMO gap in eV: 10.243
Energy above the lowest of the compared OMol25 structures with the same formula, charge and spin in kcal per mole: 12.7
Molecular weight in g mol⁻¹: 132.119